This record from OMol25 describes C3H3Li2O3Rh as an isolated structure at a distorted geometry. The level of theory is ωB97M-V/def2-TZVPD.

```
! wB97M-V def2-TZVPD RIJCOSX def2/J DEFGRID3
* xyz 2 5
O -0.092 -1.897 -0.651
Li -1.190 -3.278 -0.617
C -0.147 -0.727 -0.145
O 1.108 -0.300 0.266
C 1.538 0.994 -0.299
H 1.992 0.772 -1.279
H 2.347 1.318 0.374
Rh -0.326 1.913 -0.142
C -1.580 0.028 0.159
O -1.982 0.753 -0.914
Li 0.124 0.311 2.017
H -1.793 0.113 1.230
*
```

frontier orbital gap (alpha / beta)	7.424 / 7.399	eV
⟨S²⟩	6.01
HOMO energy (alpha / beta)	-0.588 / -0.679	Ha



This record from OMol25 describes C3H3LiLuO3 as an isolated structure at a distorted geometry. The level of theory is ωB97M-V/def2-TZVPD.

```
! wB97M-V def2-TZVPD RIJCOSX def2/J DEFGRID3
* xyz 4 2
O 0.933 0.666 0.059
C 0.657 -0.557 0.264
C -0.965 1.457 0.024
O 1.477 -1.459 0.008
O -0.652 -0.863 0.346
C -1.530 0.130 0.145
Lu 3.405 0.154 -0.087
H -1.185 1.984 -0.909
H -0.778 2.044 0.927
H -2.426 -0.194 -0.383
Li 1.063 -3.362 -0.392
*
```

frontier orbital gap (alpha / beta)	4.603 / 9.193	eV
⟨S²⟩	0.76
HOMO energy (alpha / beta)	-0.922 / -1.093	Ha



This record from OMol25 describes C3H3LiMgO3 as an isolated structure at a distorted geometry. The level of theory is ωB97M-V/def2-TZVPD.

```
! wB97M-V def2-TZVPD RIJCOSX def2/J DEFGRID3
* xyz 3 2
H -1.904 0.662 -1.406
C -1.059 0.424 -0.137
C -0.679 -0.988 0.141
O 0.764 -0.960 0.096
C 1.153 0.256 -0.065
O 0.099 1.100 -0.196
O 2.292 0.673 -0.068
Mg 4.168 0.293 0.109
H -1.055 -1.664 -0.643
H -0.995 -1.379 1.119
Li -2.784 1.583 1.050
*
```

frontier orbital gap (alpha / beta)	5.956 / 8.876	eV
⟨S²⟩	0.75
HOMO energy (alpha / beta)	-0.771 / -0.878	Ha



This record from OMol25 describes C3H3LiO3Sm as an isolated structure at a distorted geometry. The level of theory is ωB97M-V/def2-TZVPD.

```
! wB97M-V def2-TZVPD RIJCOSX def2/J DEFGRID3
* xyz 3 8
H -0.854 -2.166 -5.360
C -0.070 -2.534 -2.583
C 0.592 -1.257 -2.243
O -0.331 -0.597 -1.349
C -1.321 -1.382 -1.141
O -1.164 -2.557 -1.859
O -2.256 -1.245 -0.390
Sm -3.647 0.077 1.384
H 0.747 -0.638 -3.141
H 1.558 -1.405 -1.735
Li 0.581 -4.311 -3.688
*
```

frontier orbital gap (alpha / beta)	7.815 / 10.008	eV
⟨S²⟩	15.76
HOMO energy (alpha / beta)	-0.734 / -0.807	Ha



This record from OMol25 describes one molecule with the formula C3H3N at a distorted geometry. The level of theory is ωB97M-V/def2-TZVPD.

```
! wB97M-V def2-TZVPD RIJCOSX def2/J DEFGRID3
* xyz 0 1
C 2.733 -0.230 -0.001
C 1.208 0.196 0.085
N 0.049 -0.229 0.083
C -1.240 -0.226 0.098
H 3.350 0.693 -0.148
H -1.793 -1.221 0.194
H -1.789 0.552 -0.185
*
```

frontier orbital gap (alpha / beta)	7.787 / 8.116	eV
HOMO energy (alpha / beta)	-0.318 / -0.321	Ha
SMILES	C#CN=C



This record from OMol25 describes a 2-piece molecular cluster, C3H3N2 overall at a distorted geometry. The level of theory is ωB97M-V/def2-TZVPD.

```
! wB97M-V def2-TZVPD RIJCOSX def2/J DEFGRID3
* xyz 1 1
C 1.547 -1.174 -0.072
C -3.323 -0.347 0.118
C 0.291 0.896 -0.064
N -2.229 -0.044 -0.034
N 0.837 -0.252 0.098
H 2.445 -1.740 0.076
H 0.348 1.260 -1.017
H 0.084 1.401 0.894
*
```

frontier orbital gap (alpha / beta)	10.286 / 7.212	eV
HOMO energy (alpha / beta)	-0.636 / -0.555	Ha



Short version: energy relative to the best compared isomer or geometry (same formula, charge and spin) = 11.3, 9.4, 32.1, 60.1, 117.0, 108.1 kcal per mole, in the order given.